Record 1
C5H12 | wB97M-V/def2-TZVPD

ORCA input file:
```
! wB97M-V def2-TZVPD RIJCOSX def2/J DEFGRID3
* xyz 0 1
C 0.305 -3.167 0.862
C 0.487 -1.958 1.504
C -0.033 -1.299 2.736
H 0.373 -3.357 -0.143
H 0.076 -3.986 1.555
H 1.213 -1.374 0.937
H -1.086 -1.026 2.461
H -0.113 -2.006 3.545
H 0.490 -0.419 3.003
C -0.597 2.611 -1.644
C 0.021 3.008 -3.021
H -1.633 3.029 -1.563
H 0.075 2.957 -0.738
H -0.661 1.470 -1.567
H -0.276 2.281 -3.930
H -0.603 3.923 -3.424
H 1.047 3.339 -2.761
*
```

The LUMO energy comes out at 0.982 eV. The value obtained for the highest occupied orbital energy is -8.881 eV. The value obtained for the molar mass is 72.2 g mol⁻¹. For the total energy, the calculation gives -5376.9550 eV. For the relative energy (zero: lowest compared OMol25 entry of this formula, charge and spin), the calculation gives 68.83 kcal per mole. Its SMILES is C=CC.CC.

***

Record 2
C3H4FP | wB97M-V/def2-TZVPD

ORCA input file:
```
! wB97M-V def2-TZVPD RIJCOSX def2/J DEFGRID3
* xyz 0 1
C -0.107 -0.705 0.132
C 0.441 0.440 -0.666
P 0.650 1.096 -2.413
F 2.088 0.427 -2.893
C 0.829 1.692 -0.461
H -0.158 -0.206 1.081
H 0.647 -1.612 -0.086
H -1.086 -1.075 -0.118
H 1.071 2.478 0.118
*
```

The LUMO energy comes out at 0.932 eV. The value obtained for the highest occupied orbital energy is -9.261 eV. The value obtained for the molar mass is 90.0 g mol⁻¹. For the total energy, the calculation gives -15180.1491 eV. For the relative energy (zero: lowest compared OMol25 entry of this formula, charge and spin), the calculation gives 14.12 kcal per mole. Its SMILES is CC1=P(F)=C1.

***

Record 3
C7H5F2IO2S | wB97M-V/def2-TZVPD

ORCA input file:
```
! wB97M-V def2-TZVPD RIJCOSX def2/J DEFGRID3
* xyz 0 1
O 1.926 -1.878 -1.063
S 1.591 -1.120 0.099
O 1.971 -1.595 1.391
C -0.104 -0.552 0.067
C -0.785 -0.563 -1.134
C -2.057 -0.016 -1.176
C -2.608 0.545 -0.035
C -1.905 0.548 1.162
C -0.638 -0.008 1.218
C 2.563 0.689 -0.108
F 2.190 1.231 -1.270
F 2.147 1.504 0.865
I 4.640 0.277 -0.012
H -0.320 -1.000 -2.003
H -2.612 -0.018 -2.101
H -3.592 0.989 -0.079
H -2.341 0.989 2.045
H -0.067 -0.022 2.134
*
```

The LUMO energy comes out at -0.217 eV. The value obtained for the highest occupied orbital energy is -9.940 eV. The value obtained for the molar mass is 318.1 g mol⁻¹. For the total energy, the calculation gives -35804.5955 eV. Its SMILES is O=S(=O)(c1ccccc1)C(F)(F)I.

***

Record 4
C7H14Cl2N2O2P | wB97M-V/def2-TZVPD

ORCA input file:
```
! wB97M-V def2-TZVPD RIJCOSX def2/J DEFGRID3
* xyz 1 1
C -0.512 1.746 1.184
C 0.588 2.745 1.168
C 1.727 2.141 0.289
C -2.006 -0.055 0.825
C 1.298 -2.144 -1.609
C -2.622 -0.490 -0.473
C 0.225 -2.647 -0.704
N -0.831 0.707 0.573
N 1.637 -0.760 -1.214
O -0.199 0.592 -2.662
O 1.042 1.883 -0.986
P 0.540 0.442 -1.436
Cl -3.361 -2.027 -0.426
Cl 0.791 -2.659 1.055
H -1.177 2.047 1.961
H 0.262 3.672 0.655
H 0.993 3.155 2.138
H 2.604 2.918 0.138
H 1.978 1.247 0.906
H -2.758 0.520 1.563
H -1.723 -0.822 1.575
H 1.035 -2.184 -2.615
H 2.132 -2.801 -1.455
H -3.390 0.196 -0.630
H -1.917 -0.397 -1.240
H -0.065 -3.622 -0.973
H -0.711 -1.990 -0.687
H 1.951 -0.908 -0.308
*
```

The LUMO energy comes out at -4.440 eV. The value obtained for the highest occupied orbital energy is -14.126 eV. The value obtained for the molar mass is 260.1 g mol⁻¹. For the total energy, the calculation gives -48887.5360 eV. For the relative energy (zero: lowest compared OMol25 entry of this formula, charge and spin), the calculation gives 0.00 kcal per mole.

***

Record 5
C4H8O2 | wB97M-V/def2-TZVPD

ORCA input file:
```
! wB97M-V def2-TZVPD RIJCOSX def2/J DEFGRID3
* xyz 0 1
C 1.386 -0.825 -0.577
C 0.104 -0.011 -0.428
O -1.036 -0.761 -0.813
C -0.045 0.333 1.080
C -1.564 1.728 0.626
O -1.350 0.801 1.540
H 1.539 -1.134 -1.617
H 2.264 -0.246 -0.271
H 1.323 -1.728 0.039
H 0.176 0.902 -1.042
H -0.950 -0.979 -1.752
H 0.719 1.058 1.367
H 0.000 -0.605 1.616
H -2.565 1.469 0.232
*
```

The LUMO energy comes out at 0.586 eV. The value obtained for the highest occupied orbital energy is -8.205 eV. The value obtained for the molar mass is 88.1 g mol⁻¹. For the total energy, the calculation gives -8368.2630 eV. For the relative energy (zero: lowest compared OMol25 entry of this formula, charge and spin), the calculation gives 115.73 kcal per mole.

***

Record 6
C21H36N3O3 | wB97M-V/def2-TZVPD

ORCA input file:
```
! wB97M-V def2-TZVPD RIJCOSX def2/J DEFGRID3
* xyz 0 2
C 0.592 -4.895 -0.160
C -0.753 -4.212 0.069
C -0.596 -2.855 0.766
C -0.180 -1.722 -0.196
C -1.186 -0.554 -0.307
C -0.684 0.441 -1.397
O 0.718 0.382 -1.631
C 1.542 1.176 -0.890
C 2.736 0.614 -0.458
C 3.638 1.382 0.266
C 3.358 2.712 0.563
C 2.172 3.273 0.109
C 1.266 2.519 -0.621
C -2.562 -1.099 -0.762
C -3.815 -0.525 -0.066
C -4.246 -1.415 1.099
C -4.993 -0.443 -1.041
N -3.493 0.864 0.363
O -3.421 1.667 -0.632
C -2.429 1.072 1.397
C -2.979 0.781 2.813
C -2.046 2.553 1.362
C -1.199 0.183 1.055
H 0.492 -5.843 -0.686
H 1.256 -4.248 -0.740
H 1.082 -5.077 0.800
H -1.396 -4.858 0.673
H -1.253 -4.062 -0.891
H 0.166 -2.957 1.545
H -1.518 -2.597 1.290
H 0.774 -1.304 0.129
H -0.020 -2.142 -1.193
H -0.986 1.454 -1.135
H -1.151 0.216 -2.355
H 2.949 -0.419 -0.701
H 4.562 0.930 0.607
H 4.054 3.308 1.140
H 1.949 4.312 0.314
H 0.357 2.974 -0.993
H -2.597 -2.183 -0.632
H -2.673 -0.923 -1.833
H -4.631 -2.354 0.699
H -5.046 -0.945 1.675
H -3.439 -1.643 1.785
H -5.471 -1.419 -1.128
H -5.739 0.258 -0.661
H -4.682 -0.090 -2.021
H -2.481 1.415 3.543
H -4.051 0.976 2.852
H -2.831 -0.249 3.118
H -1.518 2.806 2.283
H -1.404 2.794 0.518
H -2.938 3.178 1.303
H -1.033 -0.527 1.867
H -0.324 0.840 1.061
C 7.495 2.013 -2.209
O 8.043 1.899 -3.289
N 6.152 2.239 -2.080
N 8.185 1.922 -1.027
H 5.682 2.326 -1.199
H 5.616 2.308 -2.924
H 9.172 1.757 -1.086
H 7.756 2.017 -0.127
*
```

The LUMO energy (spin up / spin down) comes out at 0.572 / 0.393 eV. The value obtained for the highest occupied orbital energy (spin up / spin down) is -8.344 / -8.868 eV. The value obtained for the molar mass is 378.5 g mol⁻¹. For the total energy, the calculation gives -32972.8286 eV.